1.
ORCA calculation (the ωB97M-V functional and the def2-TZVPD basis) on C3H4ClN3S as an isolated structure.

Geometry as XYZ:
```
12
Properties=species:S:1:pos:R:3:forces:R:3:nbo_charge:R:1
C 0.793170 -0.356450 -0.700519 0.2 0.1 1.2 0.50
C 0.273671 1.157344 0.809212 1.3 -2.2 -1.0 0.06
C -0.814566 0.434003 0.560529 -1.4 -0.4 -2.7 -0.15
H 2.477725 -1.376627 -0.908739 -2.8 0.4 -2.4 0.38
H 1.359700 -2.369669 -0.421045 -0.9 3.0 -3.5 0.36
H -2.814173 1.590197 0.452692 -0.5 1.7 -1.2 0.11
H -1.320528 -0.701786 -1.125906 0.9 -0.5 0.1 0.44
N 1.400461 -1.470183 -1.331216 4.7 -2.6 5.2 -0.79
N 1.321901 0.576095 0.087122 0.6 0.3 0.0 -0.49
N -0.526185 -0.428067 -0.545189 -2.2 1.2 2.0 -0.55
S -2.399081 0.596398 1.137092 -1.0 -1.8 1.8 0.05
Cl 0.247904 2.348747 1.985967 0.9 0.8 0.4 0.08
```
Positions in Å, forces in eV/Å.

Calculated values
frontier orbital gap	9.155	eV
E_tot	-1139.2895	hartree
M	149.61	g/mol



2.
ORCA calculation (the ωB97M-V functional and the def2-TZVPD basis) on one molecule with the formula C3H4ClNO.

Geometry as XYZ:
```
10
Properties=species:S:1:pos:R:3:forces:R:3:nbo_charge:R:1
C 0.771494 -1.094047 0.443476 2.4 -2.8 0.9 0.53
C 0.174695 1.018369 -0.232761 1.0 2.9 1.2 -0.29
C -1.014353 0.050688 -0.206608 -2.4 5.5 -0.5 -0.07
N -0.144113 -0.069734 0.791193 4.7 -1.9 0.7 -0.45
O 0.801249 -1.742673 -0.585238 -0.5 0.9 0.9 -0.56
Cl -2.551366 0.634075 0.415368 -0.5 -0.2 -0.7 -0.01
H 1.556123 -1.382561 1.245295 -1.2 1.0 -0.8 0.14
H 0.936322 0.963388 -1.091026 -1.2 -1.0 1.5 0.23
H 0.387909 2.034356 0.327365 -1.5 -2.0 -1.2 0.24
H -0.917961 -0.411862 -1.107063 -0.8 -2.3 -2.0 0.24
```
Positions in Å, forces in eV/Å.

Calculated values
frontier orbital gap	11.275	eV
E_tot	-706.7970	hartree
M	105.52	g/mol
SMILES	O=CN1C[C@@H]1Cl